49
Properties=species:S:1:pos:R:3:forces:R:3:lowdin_charge:R:1 method="wB97M-V/def2-TZVPD" total_charge=+1 lumo_ev=-4.058 orbital_gap_ev=7.04
C -2.22760 -2.20625 -0.55028 -0.7 -2.4 -0.3 -0.57
C -1.59152 -3.31394 0.32059 -0.2 -0.5 -0.3 -0.08
C -3.69514 -1.90947 -0.16713 -0.3 -0.4 0.1 -0.07
C -2.10681 -2.66500 -2.01870 -0.3 -0.7 -0.2 -0.10
H -4.32432 -2.67604 -0.64825 0.1 0.2 0.0 0.11
H -4.09470 -0.94736 -0.52707 0.2 -0.1 0.1 0.07
H -3.89424 -1.97498 0.90868 0.2 0.0 -0.3 0.08
H -1.75827 -4.28862 -0.16089 0.1 0.2 0.0 0.09
H -2.03754 -3.39969 1.31681 0.2 0.2 -0.3 0.08
H -0.50161 -3.20857 0.41614 -0.2 0.0 0.0 0.09
H -2.38279 -3.73083 -2.06841 0.1 0.2 0.0 0.09
H -1.07489 -2.60319 -2.39748 -0.3 0.0 0.1 0.09
H -2.78357 -2.14963 -2.71036 0.3 0.0 0.3 0.07
C -0.40301 0.89534 1.28969 -0.3 -0.2 0.9 -0.17
C -1.81489 1.04825 1.51813 0.6 -0.4 0.5 -0.13
C -2.31589 -0.19729 2.00463 1.0 0.0 0.1 -0.10
H -2.39343 1.97077 1.45478 0.3 -0.5 0.0 0.12
C -1.21587 -1.10421 2.09269 -0.1 0.5 -0.1 -0.12
C -0.03841 -0.45063 1.58657 -0.9 0.3 0.5 -0.13
H 0.97329 -0.85562 1.50887 -0.5 0.2 0.0 0.11
H 0.31030 1.67705 1.05063 -0.4 -0.3 -0.1 0.10
H -3.33670 -0.38689 2.33914 0.4 0.1 -0.2 0.13
H -1.23551 -2.07051 2.59696 0.0 0.4 -0.5 0.12
C -0.39530 0.60686 -2.40443 -0.9 0.0 0.5 -0.09
C -0.60829 1.55944 -1.37340 -0.8 0.2 -0.4 -0.14
C -2.02637 1.63732 -1.11699 0.4 -0.1 -1.0 -0.16
H 0.16520 2.19956 -0.94984 -0.4 -0.3 -0.1 0.12
C -2.67486 0.65988 -1.94461 1.0 0.6 -0.7 -0.14
C -1.65870 0.07014 -2.77559 -0.4 0.2 0.4 -0.12
H -1.83552 -0.58976 -3.62716 0.1 0.2 0.6 0.12
H 0.55572 0.39827 -2.89256 -0.5 -0.1 0.2 0.10
H -2.53489 2.39759 -0.52931 0.3 -0.4 -0.2 0.12
H -3.74957 0.50159 -2.01697 0.4 0.1 -0.1 0.13
Ti -1.47422 -0.44922 -0.27325 1.0 3.0 0.5 1.03
N 3.79774 1.55155 -1.27489 0.3 0.5 -0.1 0.12
C 2.69546 0.75584 -1.21832 0.5 0.4 1.9 -0.15
N 2.29854 0.57565 0.03653 -0.7 -0.5 -1.4 0.09
C 3.16090 1.28327 0.84794 1.0 0.3 -0.8 -0.25
C 3.28734 1.31970 2.23826 0.2 0.1 0.1 -0.02
C 4.41060 1.95644 2.78533 -0.6 -0.2 -0.2 -0.08
C 5.36806 2.57501 1.96047 -0.1 0.1 -0.8 -0.07
C 5.22747 2.57228 0.55835 0.5 0.4 0.6 -0.01
C 4.12729 1.92162 0.03224 -0.4 -0.8 0.0 -0.19
H 4.30588 1.81328 -2.11625 -0.3 -0.1 0.4 0.17
H 2.26349 0.32824 -2.11214 0.1 0.0 0.3 0.10
H 2.51973 0.82332 2.83366 0.4 0.2 0.1 0.11
H 4.54386 1.97014 3.86947 0.0 0.0 -0.4 0.11
H 6.23196 3.05778 2.42381 -0.3 -0.1 -0.3 0.11
H 5.94161 3.05151 -0.11610 0.0 -0.2 0.4 0.12